ORCA calculation (ωB97M-V/def2-TZVPD) on a 4-piece molecular cluster, C29H54F9O9PSi overall.

As for the LUMO energy: 0.7 eV. The value obtained for the total energy is -3344.31717 Ha. The orbital gap is 10.6 eV. As for the SMILES: CCCCCCCCCC[SiH2]CCCP(=O)(OCC)OCC.CCOC(=O)C(F)(F)F.CCOC(=O)C(F)(F)F.CCOC(=O)C(F)(F)F. The calculation puts the largest force on an atom at 0.032 hartree/bohr.

Last column: Löwdin charge in e.
Geometry (Å):
P  0.772411  -2.038062  4.061162  0.473
Si  -0.909043  0.398692  -0.080231  0.679
F  0.830746  6.951239  -7.075934  0.162
F  0.257790  7.325585  -5.009857  0.157
F  -3.254919  -7.258835  -1.897956  0.152
F  -0.445264  -8.782488  3.926612  0.160
F  0.841680  5.325633  -5.632527  0.166
F  -1.550041  -10.565155  4.505817  0.163
F  0.195770  -10.733215  3.212247  0.163
F  -4.474875  -5.674650  -2.750090  0.169
F  -2.380687  -5.848138  -3.310504  0.160
O  -2.273024  -8.769767  1.943579  0.163
O  2.870271  8.156568  -5.863041  0.034
O  3.260265  6.197832  -4.812579  0.166
O  -0.126018  -3.353936  4.313181  -0.205
O  -1.793991  -5.519656  -0.523979  0.035
O  -3.432843  -4.012252  -0.892377  0.169
O  2.304782  -2.482455  4.085696  -0.212
O  -1.976088  -10.990287  1.696210  0.036
O  0.436281  -1.010498  5.045765  -0.249
C  -1.276553  -4.736396  0.571702  -0.188
C  -0.430252  -5.228489  5.812996  -0.064
C  3.212279  -1.515855  4.663011  -0.251
C  1.490602  5.041825  -1.235943  -0.189
C  -1.617670  8.286342  -0.797996  -0.254
C  -1.141679  2.102661  -0.817855  -0.322
C  -2.847664  -10.997274  0.545773  -0.189
C  -2.073338  -4.958410  1.837134  -0.043
C  0.562793  -4.271773  5.212523  -0.271
C  -0.659750  9.081782  0.093116  -0.109
C  0.324666  -1.451203  2.418522  -0.236
C  3.560619  -0.396009  3.680620  -0.062
C  -0.875159  -9.975660  3.501809  -0.528
C  -2.859935  -5.032758  -1.141771  -0.401
C  -1.155516  -1.076664  2.359097  -0.304
C  -1.791906  -9.813870  2.276976  -0.398
C  4.202369  8.614256  -5.557453  -0.194
C  5.218559  8.035852  -6.518329  -0.059
C  0.992804  2.680935  -2.155906  -0.195
C  2.555430  6.943373  -5.428786  -0.396
C  1.096698  6.625924  -5.798662  -0.526
C  -2.126676  -10.520219  -0.696558  -0.057
C  -0.980776  5.831316  -1.185389  -0.194
C  0.279122  5.459087  -0.399547  -0.194
C  -0.472210  2.229231  -2.212269  -0.268
C  -1.403163  0.301696  1.736355  -0.319
C  -0.929671  7.278975  -1.712151  -0.207
C  1.217644  4.170988  -2.464963  -0.205
C  -3.255859  -5.972170  -2.294352  -0.527
H  -0.250221  -5.071525  0.708010  0.127
H  -0.805261  -5.944828  5.096154  0.065
H  1.278539  -4.834740  4.628810  0.114
H  0.062813  8.448100  0.591447  0.056
H  0.020017  4.723922  0.353556  0.090
H  -3.734757  -10.399805  0.750485  0.126
H  -1.220894  5.120409  -1.964182  0.087
H  4.118959  -2.059643  4.885236  0.111
H  -1.280154  -4.686694  6.213784  0.084
H  0.058267  -5.740281  6.631849  0.079
H  -0.153134  9.870525  -0.450002  0.068
H  -1.600544  -1.079054  3.345013  0.098
H  -2.175135  9.019736  -1.367516  0.098
H  -2.181051  2.389745  -0.910915  0.070
H  1.060429  -3.738499  6.011490  0.113
H  4.629756  -0.238816  3.676545  0.071
H  0.106492  7.550749  -1.895706  0.105
H  0.570645  6.346364  0.149771  0.091
H  0.548883  -2.237179  1.701501  0.090
H  -3.100426  -4.611411  1.724506  0.085
H  1.418760  2.409294  -1.196678  0.099
H  -0.877271  1.043378  2.329944  0.079
H  -1.244375  -3.682902  0.292531  0.107
H  -2.457295  0.520528  1.869996  0.072
H  -1.597133  -0.676962  -0.827571  -0.023
H  3.279613  -0.705154  2.684941  0.068
H  2.083987  5.893815  -1.551462  0.100
H  -1.248518  9.555781  0.871532  0.065
H  -1.620171  -4.423014  2.670605  0.061
H  -1.228156  -11.114363  -0.866315  0.084
H  0.432589  4.561534  -3.096736  0.086
H  4.165040  9.697129  -5.651343  0.125
H  -1.802353  5.789211  -0.478819  0.100
H  -1.821147  -9.479115  -0.599878  0.071
H  0.546578  0.094470  -0.134424  -0.013
H  4.446282  8.378783  -4.522511  0.126
H  2.118834  4.218986  -3.066267  0.094
H  6.204401  8.454672  -6.320664  0.083
H  -2.324042  7.803294  -0.135256  0.096
H  -2.114381  -6.021729  2.079266  0.071
H  -1.670747  -1.835449  1.779377  0.083
H  2.135281  4.454652  -0.589907  0.104
H  -1.077525  2.829354  -2.880053  0.097
H  -1.423611  7.315271  -2.677756  0.096
H  2.837228  -1.136304  5.601776  0.106
H  -0.472436  1.227727  -2.639756  0.079
H  4.939295  8.260637  -7.548008  0.084
H  1.513960  2.127345  -2.926050  0.102
H  1.002358  -0.634148  2.206720  0.069
H  -2.777062  -10.607237  -1.565799  0.085
H  3.037172  0.512726  3.936162  0.077
H  -3.163680  -12.031309  0.429005  0.125
H  5.278917  6.952620  -6.421958  0.077
H  -0.638084  2.802687  -0.159227  0.047

Forces on the atoms, in the same order (eV/Å):
P -1.5 0.7 -0.1
Si 0.2 0.2 0.5
F 0.1 -0.1 0.4
F 0.3 -0.2 -0.2
F 0.0 0.3 -0.1
F -0.1 -0.3 -0.1
F 0.1 0.4 -0.1
F 0.2 0.1 -0.3
F -0.3 0.2 0.1
F 0.3 -0.1 0.1
F -0.2 -0.1 0.3
O 0.1 0.0 0.2
O -0.2 -0.1 0.0
O -0.2 0.0 -0.1
O 1.6 -0.2 -0.2
O 0.0 0.0 -0.2
O 0.0 -0.2 -0.2
O -0.3 0.0 0.0
O 0.1 0.1 0.2
O 0.3 0.6 0.7
C 0.2 0.2 0.5
C -0.2 0.3 0.1
C 0.8 0.1 -0.3
C -0.3 -0.5 -0.2
C 0.8 0.5 0.4
C 0.3 0.1 -0.6
C -0.3 -0.1 -0.5
C -0.3 -0.2 0.0
C -0.8 -0.7 -0.1
C -0.5 0.0 0.2
C 0.3 -1.1 0.3
C -0.3 -0.4 0.4
C 0.3 0.0 0.3
C 0.2 0.3 0.4
C 0.0 0.3 -0.2
C -0.3 -0.1 -0.4
C 0.5 0.2 0.0
C -0.2 -0.2 -0.1
C -0.8 0.5 -0.7
C 0.4 0.2 0.1
C -0.5 -0.2 -0.2
C 0.2 0.1 0.1
C 0.2 0.6 0.6
C -0.1 0.3 -0.4
C 0.1 -1.0 0.7
C 0.0 -0.3 -0.1
C -0.5 -0.6 -0.4
C 0.8 -0.3 0.5
C -0.2 -0.2 -0.3
H 0.0 -0.1 -0.2
H 0.0 -0.2 -0.2
H 0.4 0.0 -0.1
H 0.3 -0.1 0.0
H 0.1 -0.4 0.1
H 0.1 0.1 0.1
H 0.1 -0.2 -0.2
H 0.1 -0.5 0.0
H -0.1 0.1 0.1
H 0.0 -0.3 0.2
H 0.3 0.0 -0.2
H 0.0 -0.1 0.3
H -0.3 0.1 -0.3
H -0.4 0.0 0.3
H 0.2 0.3 0.0
H 0.2 0.3 0.0
H 0.2 0.2 0.0
H 0.1 0.2 0.4
H 0.2 -0.1 -0.2
H 0.0 0.1 0.0
H 0.2 -0.1 0.2
H 0.2 0.3 0.0
H -0.2 0.0 -0.2
H -0.3 0.2 -0.2
H -0.1 0.0 -0.1
H 0.0 0.0 -0.4
H -0.1 0.4 0.0
H 0.0 0.3 0.2
H 0.1 0.0 0.0
H -0.1 -0.1 0.0
H -0.3 0.1 -0.1
H -0.2 0.0 -0.1
H -0.4 -0.1 0.1
H -0.1 0.0 0.0
H 0.0 0.0 -0.1
H -0.1 -0.2 0.0
H 0.2 0.1 -0.2
H 0.0 0.0 0.0
H -0.3 -0.3 0.0
H 0.1 0.0 0.0
H -0.2 -0.2 -0.1
H 0.4 0.0 0.2
H 0.0 0.3 -0.1
H 0.0 0.0 -0.3
H -0.4 0.1 0.1
H -0.1 -0.1 -0.4
H 0.0 0.1 0.0
H 0.3 -0.3 -0.1
H 0.0 0.4 0.0
H 0.0 0.0 0.0
H -0.1 0.3 -0.1
H 0.1 -0.1 0.2
H 0.0 0.0 0.1
H -0.2 0.2 0.3

***

ORCA calculation (ωB97M-V/def2-TZVPD) on a 12-piece molecular cluster, C29H54N6O6S overall.

As for the LUMO energy: -0.1 eV. The value obtained for the total energy is -2315.35468 Ha. The orbital gap is 8.8 eV. Its relative energy (zero: lowest compared OMol25 entry of this formula, charge and spin) is 267.0 kJ/mol. The calculation puts the largest force on an atom at 0.087 hartree/bohr.

Last column: Löwdin charge in e.
Geometry (Å):
S  -1.567207  -4.291110  -6.115012  0.820
O  6.210313  -4.065940  -2.221882  0.049
O  -4.751207  -3.338690  6.172678  0.039
O  -0.577957  3.462120  -5.540522  0.046
O  -4.603807  2.991570  2.573118  0.047
O  -0.125617  -5.992830  1.926688  0.061
O  -1.754147  -5.596510  -5.346922  -0.586
N  0.498253  2.834550  0.484998  0.112
N  6.702193  7.283350  -3.451002  0.121
N  6.399143  1.496990  -1.816872  0.125
N  -7.622537  -4.571100  -0.260402  0.123
N  -0.169437  10.453680  -0.432132  0.110
N  3.290303  -0.906620  4.553378  0.103
C  -0.080167  -3.450690  -5.346482  -0.247
C  8.619773  -3.998120  -2.094322  -0.025
C  -4.100507  -2.482310  6.789468  -0.493
C  -4.079857  4.259410  4.571728  -0.023
C  5.806543  7.563400  -2.806992  -0.289
C  -1.773827  4.993980  -4.130372  -0.027
C  5.168303  -2.665070  3.830548  -0.071
C  5.696053  1.527320  -2.749652  -0.305
C  7.265553  -4.688370  -2.077342  -0.485
C  -4.989617  3.757430  3.447938  -0.466
C  -0.501637  9.886700  0.547628  -0.273
C  -1.700127  -7.559150  2.841868  -0.024
C  -2.611567  -2.332550  6.687808  -0.032
C  -6.093057  -2.572640  0.406678  -0.078
C  -1.000847  -7.549510  0.455868  -0.044
C  -0.844847  -6.969470  1.803758  -0.528
C  -0.713057  4.625870  -5.184382  -0.475
C  -4.784897  -1.359340  7.460898  -0.031
C  0.306003  1.699360  0.280668  -0.275
C  -6.915537  -3.715310  0.046058  -0.290
C  0.114053  0.286800  -0.035062  -0.080
C  -6.412667  4.320230  3.425718  -0.034
C  4.638303  7.939850  -1.988552  -0.070
C  -0.041207  5.812740  -5.838512  -0.028
C  4.128103  -1.669300  4.197568  -0.269
C  7.353693  -6.155570  -1.893172  -0.047
C  -2.932117  -3.224090  -5.552412  -0.268
C  -0.960887  9.157740  1.736168  -0.080
C  4.800413  1.548750  -3.848202  -0.084
H  -2.700117  5.323420  -4.601062  0.085
H  8.718413  -3.127590  -2.742822  0.085
H  -4.544257  5.158850  4.976018  0.069
H  -1.333127  5.712960  -3.439752  0.075
H  -1.256877  -7.445560  3.831168  0.092
H  0.057013  -2.450740  -5.758062  0.041
H  -3.867397  -3.669470  -5.891502  0.052
H  -0.706987  6.219330  -6.599782  0.089
H  -0.154467  8.738330  2.337738  0.080
H  -1.944347  -7.265230  -0.010062  0.095
H  1.077313  -0.206270  -0.165862  0.081
H  -6.635197  -1.669910  0.125128  0.083
H  -2.109837  -3.289840  6.829108  0.085
H  -0.245467  -7.340770  -0.301712  0.086
H  4.932133  0.630130  -4.419942  0.089
H  -0.419607  -0.235500  0.758988  0.083
H  -6.865917  4.330370  4.416968  0.077
H  -0.351957  0.154900  -1.011562  0.078
H  5.799133  -2.271680  3.033428  0.080
H  -4.033967  -0.811910  8.030568  0.073
H  3.734623  7.383980  -2.238532  0.078
H  0.146043  6.627410  -5.138992  0.078
H  -2.305087  -1.992020  5.698768  0.094
H  -0.326747  -3.263990  -4.301282  0.040
H  4.721473  -3.640110  3.636288  0.082
H  -2.862247  -3.157890  -4.466672  0.047
H  -4.991017  -0.686980  6.628098  0.097
H  -5.687587  -1.641650  8.002708  0.093
H  7.566363  -6.577520  -2.875432  0.094
H  -3.095197  4.509960  4.177038  0.084
H  -2.807277  -2.190250  -5.874432  0.049
H  0.855743  5.475790  -6.358162  0.082
H  6.472523  -6.686190  -1.532522  0.084
H  -1.645857  8.357530  1.455858  0.084
H  -6.430097  5.340900  3.043578  0.084
H  4.843263  7.698650  -0.945522  0.079
H  9.314363  -4.738070  -2.491962  0.071
H  -1.338487  9.924760  2.412338  0.080
H  8.941363  -3.838190  -1.065192  0.090
H  -2.095997  -1.728430  7.434348  0.075
H  -2.693407  -7.121620  2.741538  0.102
H  -1.027527  -8.638760  0.425478  0.078
H  -5.139877  -2.606120  -0.120972  0.079
H  3.801873  1.474100  -3.417562  0.085
H  8.136603  -6.621550  -1.294822  0.083
H  4.484923  9.007470  -2.145912  0.081
H  4.865133  2.484290  -4.403792  0.090
H  -1.804917  -8.624470  2.636378  0.081
H  0.875023  -3.975290  -5.369012  0.051
H  -7.077417  3.736590  2.788878  0.077
H  5.779283  -2.654090  4.733148  0.076
H  -4.014477  3.550240  5.396898  0.084
H  -5.878557  -2.522790  1.474208  0.082
H  -2.019947  4.102980  -3.552752  0.075

Forces on the atoms, in the same order (eV/Å):
S 0.6 -1.5 0.7
O 1.6 -1.3 0.2
O 1.6 1.2 1.3
O 0.4 1.5 0.4
O -0.4 0.9 1.2
O -0.3 -0.5 0.8
O 0.2 1.6 -0.8
N -0.5 -2.5 -0.4
N 0.9 -0.3 -0.6
N -1.5 0.1 -2.0
N 0.4 0.3 0.2
N -1.0 -1.7 3.1
N 3.2 -2.8 -1.4
C -1.1 0.8 0.6
C 0.2 -0.9 -0.5
C -1.3 -1.3 -1.8
C -0.6 0.4 -0.4
C -1.5 0.1 0.8
C 0.9 -0.9 0.2
C -0.4 1.3 0.8
C 2.6 0.0 3.2
C -1.1 2.2 0.2
C 0.2 -0.6 -1.0
C 1.2 1.2 -3.0
C 0.0 -0.8 0.7
C 1.3 -1.0 0.2
C 0.2 0.3 0.0
C -0.1 -1.4 -1.9
C 1.1 1.6 -1.2
C -1.4 -0.8 -0.2
C 0.4 0.6 0.3
C 0.5 2.4 0.2
C -0.5 -0.5 0.0
C 0.4 -0.3 -0.2
C -0.1 -0.4 0.0
C 0.5 -0.1 -0.1
C 0.3 -0.5 -0.2
C -3.0 2.3 0.8
C -0.4 -2.0 0.0
C 1.0 0.5 0.6
C 0.5 0.6 0.2
C -1.2 -0.3 -0.4
H 0.2 0.4 0.0
H -0.5 0.2 0.5
H 0.2 0.1 0.1
H -0.4 0.3 -0.1
H -0.3 0.3 0.0
H -0.1 -0.1 -0.5
H 0.2 0.0 0.0
H -0.2 -0.1 0.0
H 0.3 -0.2 -0.5
H -0.3 0.2 0.2
H 0.2 0.1 0.3
H 0.1 0.0 0.0
H -0.3 -0.4 -0.3
H 0.3 0.7 0.5
H 0.1 0.3 -0.4
H -0.1 0.1 -0.2
H 0.2 0.1 0.2
H -0.4 0.2 0.2
H -0.3 -0.3 -0.2
H -0.5 0.0 0.6
H 0.2 0.0 -0.4
H 0.2 -0.2 0.0
H -0.2 0.1 -0.1
H -0.1 -0.3 0.2
H 0.2 0.2 -0.1
H -0.3 -0.4 0.1
H -0.5 0.1 0.0
H 0.1 0.2 -0.1
H -0.1 0.0 -0.4
H 0.0 -0.3 0.1
H -0.1 -0.1 -0.5
H 0.1 0.2 0.1
H -0.5 0.6 -0.2
H -0.2 0.3 0.2
H 0.2 0.1 0.1
H 0.1 0.3 0.0
H 0.3 0.0 0.0
H -0.8 -0.2 -0.1
H -0.1 0.4 0.0
H -0.6 0.5 0.0
H 0.0 0.1 0.3
H -0.2 -0.2 0.5
H -0.1 0.0 -0.1
H -0.2 0.1 -0.1
H 0.5 0.9 0.2
H -0.2 -0.1 0.3
H 0.1 -0.3 -0.2
H -0.1 0.0 0.1
H -0.5 -0.5 -0.5
H 0.3 -0.1 -0.1
H 0.3 -0.6 -0.1
H 0.1 -0.2 -0.2
H -0.2 -0.2 0.0
H 0.0 -0.1 -0.1

***

Among the records above, which one has the highest largest force on an atom?
C29H54N6O6S

***

The highest LUMO energy belongs to which entry?
C29H54F9O9PSi

***

Which of these has the lowest orbital gap?
C29H54N6O6S

***

What is the largest force on an atom in the second record?
0.087 hartree/bohr